Here is a cluster of 2 separate species, C4H8ClFN2 in total in a non-equilibrium geometry from the Open Molecules 2025 dataset. Energies are from ωB97M-V with the def2-TZVPD basis set.

The calculation puts the total energy at -22493.7684 eV. For the LUMO energy (spin up / spin down), the calculation gives 0.00585 / -0.00780 Eh. The value obtained for the energy above the lowest of the compared OMol25 structures with the same formula, charge and spin is 84.2 kcal/mol. The molecular weight comes out at 138.57 g mol⁻¹. The charge is 0. The HOMO energy (spin up / spin down) is -0.2740 / -0.2715 Eh.

Geometry as XYZ:
```
16
C4H8ClFN2, DFT ωB97M-V with the def2-TZVPD basis set
C 0.206 0.602 -2.439
C -1.562 0.943 0.777
C 0.496 -0.015 -0.070
C -0.521 -0.804 1.944
N 0.763 0.201 -1.379
N -0.573 0.077 0.793
F -2.630 0.730 1.555
Cl 3.460 -1.057 -1.313
H 0.731 0.768 -3.324
H -0.798 1.002 -2.471
H -1.945 1.581 0.005
H 1.282 -0.632 0.543
H 0.398 -1.398 1.821
H -0.351 -0.387 2.867
H -1.397 -1.377 2.051
H 2.441 -0.233 -1.360
```

Here is the molecule CHN3O2S in a non-equilibrium geometry from the Open Molecules 2025 dataset. Energies are from ωB97M-V with the def2-TZVPD basis set.

The calculation puts the total energy at -20445.6165 eV. For the LUMO energy, the calculation gives -0.06985 Eh. The value obtained for the energy above the lowest of the compared OMol25 structures with the same formula, charge and spin is 172.0 kcal/mol. The molecular weight comes out at 119.11 g mol⁻¹. The charge is 0. The HOMO energy is -0.3682 Eh.

Geometry as XYZ:
```
8
CHN3O2S, DFT ωB97M-V with the def2-TZVPD basis set
N 0.134 1.458 -0.427
C -0.382 0.354 -0.327
N -0.911 -0.735 -0.232
S -2.758 -0.214 -0.175
O -3.602 -1.435 -0.023
N -2.824 1.404 -0.504
O -2.955 0.822 0.962
H 0.174 2.280 -0.190
```